No. 1
{
  "formula": "C21H30BClNO11P2S2",
  "method": "ωB97M-V/def2-TZVPD",
  "smiles": "Cc1ccc(C(C)C)c(OCc2c(B(O)O)c(C(=O)O)c(P(O)(O)=S)c(CCCCS(=O)(=O)Cl)[n+]2P(O)O)c1",
  "homo_lumo_gap_ev": 7.01,
  "e_homo_ev": -11.418,
  "total_charge": 1,
  "fmax_ev_per_a": 3.581,
  "e_lumo_ev": -4.412,
  "e_tot_ha": -3664.67801,
  "species": ["C", "C", "C", "C", "C", "C", "C", "C", "C", "O", "C", "C", "C", "B", "O", "O", "C", "C", "O", "O", "C", "P", "O", "O", "S", "C", "C", "C", "C", "C", "S", "O", "O", "Cl", "N", "P", "O", "O", "C", "H", "H", "H", "H", "H", "H", "H", "H", "H", "H", "H", "H", "H", "H", "H", "H", "H", "H", "H", "H", "H", "H", "H", "H", "H", "H", "H", "H", "H", "H"],
  "xyz": [[3.30511, -3.34135, 2.77220], [3.78416, -2.44799, 1.64771], [4.94475, -2.66495, 0.94911], [5.29232, -1.78285, -0.05020], [4.53686, -0.68845, -0.38334], [5.08266, 0.21766, -1.48865], [5.05392, 1.71907, -1.10170], [4.44060, 0.00214, -2.87031], [3.35925, -0.48185, 0.31969], [2.54995, 0.61863, 0.06245], [1.63698, 0.42161, -1.00619], [0.26478, -0.00801, -0.52224], [-0.07117, -1.31748, -0.54135], [0.88833, -2.51247, -1.02391], [1.27253, -3.41790, -0.04865], [1.31838, -2.65782, -2.32063], [-1.36396, -1.63052, -0.09966], [-1.72052, -3.10958, -0.11194], [-1.46871, -3.75741, 0.88491], [-2.24338, -3.65341, -1.23920], [-2.25722, -0.68867, 0.36171], [-3.94462, -1.17048, 0.91584], [-3.94532, -1.04636, 2.50942], [-4.24179, -2.71971, 0.60176], [-5.32631, -0.12581, 0.10046], [-1.81298, 0.64551, 0.39334], [-2.69821, 1.75411, 0.93658], [-3.34854, 2.62716, -0.16321], [-4.44168, 3.54365, 0.49552], [-5.86801, 3.26998, -0.02005], [-7.07077, 3.01294, 1.30305], [-6.41463, 2.94757, 2.56952], [-7.86401, 1.86670, 1.01685], [-8.32165, 4.64268, 1.33760], [-0.58503, 0.95314, -0.06014], [-0.11685, 2.76332, -0.01506], [0.14807, 3.23785, -1.55672], [1.23216, 2.88041, 0.87597], [3.01723, -1.36148, 1.31186], [2.45342, -2.85446, 3.25348], [4.08126, -3.56477, 3.50393], [2.90737, -4.26384, 2.33438], [5.58925, -3.50451, 1.18505], [6.21321, -1.98178, -0.59114], [6.14572, -0.02279, -1.58656], [4.03840, 2.10717, -1.01825], [5.64187, 1.85375, -0.19225], [5.55930, 2.24890, -1.91733], [4.32676, -1.05150, -3.13707], [5.12435, 0.43354, -3.61178], [3.50015, 0.54809, -2.99720], [1.58151, 1.35567, -1.57400], [2.05953, -0.31661, -1.69415], [0.75425, -4.23172, -0.12275], [0.89318, -3.44022, -2.70032], [-2.89878, -4.30438, -0.93702], [-3.20784, -1.58863, 2.84557], [-4.23117, -2.82462, -0.36238], [-3.49924, 1.34267, 1.55139], [-2.13782, 2.40696, 1.60962], [-2.60406, 3.31521, -0.57215], [-3.80417, 2.04896, -0.96712], [-4.21524, 4.58566, 0.26509], [-4.34338, 3.40662, 1.57409], [-6.20971, 4.16391, -0.55363], [-5.93806, 2.46653, -0.75089], [1.09395, 3.28717, -1.77690], [2.02334, 3.02370, 0.32697], [2.09993, -1.18431, 1.87089]]
}

No. 2
{
  "formula": "C31H47BrHfN2P2",
  "method": "ωB97M-V/def2-TZVPD",
  "e_above_lowest_kj_mol": 0.0,
  "homo_lumo_gap_ev": [4.79, 4.79],
  "e_homo_ev": [-18.994, -18.995],
  "total_charge": 4,
  "fmax_ev_per_a": 3.631,
  "e_lumo_ev": [-14.202, -14.201],
  "e_tot_ha": -4622.07587,
  "species": ["N", "C", "C", "C", "C", "C", "C", "Hf", "P", "C", "C", "C", "C", "C", "C", "C", "Br", "H", "H", "H", "H", "H", "H", "H", "H", "H", "H", "P", "C", "C", "H", "H", "H", "H", "H", "C", "C", "H", "H", "H", "H", "H", "C", "C", "H", "H", "H", "H", "H", "C", "C", "H", "H", "H", "H", "H", "C", "C", "H", "H", "H", "H", "H", "C", "C", "H", "H", "H", "H", "H", "C", "C", "C", "C", "N", "C", "C", "H", "H", "H", "H", "H", "H", "H"],
  "xyz": [[4.82044, -5.14443, -0.17261], [4.91850, -4.18066, 0.73594], [3.82020, -3.67682, 1.42383], [2.53759, -4.18665, 1.16506], [2.43794, -5.12456, 0.10689], [3.61504, -5.61894, -0.46679], [1.40703, -3.65398, 1.90448], [-1.21068, 0.35401, 0.46098], [-1.93028, 2.69336, -0.15053], [0.11821, -3.82124, 1.50015], [-0.90980, -2.82097, 1.69820], [-2.03400, -2.76398, 0.84007], [-2.76860, -1.56733, 0.73565], [-2.63835, -0.61911, 1.76189], [-1.62317, -0.72715, 2.70256], [-0.77652, -1.84804, 2.70357], [-4.23887, 0.88538, 1.87534], [1.61495, -3.04985, 2.79896], [-0.19605, -4.65606, 0.85906], [3.94316, -2.81943, 2.06707], [1.49085, -5.37942, -0.35642], [5.90715, -3.79822, 0.95329], [3.56717, -6.42825, -1.19079], [-2.27099, -3.61286, 0.19095], [0.09273, -1.88993, 3.36573], [-3.55054, -1.43275, -0.00756], [-1.64377, -0.00179, 3.49885], [-0.16117, -0.65248, -1.66370], [-1.86294, 3.18552, 1.65561], [-3.10874, 3.99022, 2.07981], [-0.93347, 3.75949, 1.83278], [-1.80291, 2.26995, 2.28577], [-3.20371, 3.97288, 3.17711], [-3.02643, 5.03734, 1.75032], [-4.01403, 3.52008, 1.66663], [-3.42826, 2.16999, -1.13592], [-4.46971, 3.26785, -1.24952], [-3.86235, 1.27199, -0.66591], [-3.08183, 1.83994, -2.12547], [-5.43271, 2.80969, -1.49579], [-4.56734, 3.81293, -0.30506], [-4.19767, 3.94773, -2.06343], [-1.20899, 4.12333, -1.01186], [-1.82675, 5.42804, -0.51298], [-1.31994, 3.97019, -2.09774], [-0.13744, 4.05659, -0.77464], [-1.48814, 6.24909, -1.15442], [-2.93032, 5.40733, -0.53671], [-1.49014, 5.64534, 0.51136], [1.18480, 0.44982, -2.30856], [0.80925, 1.90445, -2.51848], [1.50388, -0.02545, -3.24666], [2.00859, 0.36115, -1.58238], [1.41117, 2.30765, -3.34038], [-0.24465, 2.05188, -2.78923], [1.02541, 2.51550, -1.63354], [-1.49561, -0.45042, -2.86961], [-2.51604, -1.59778, -2.81046], [-0.99149, -0.39247, -3.84721], [-2.00887, 0.51400, -2.71903], [-3.16790, -1.54809, -3.69673], [-2.03034, -2.58437, -2.78665], [-3.17142, -1.53339, -1.92713], [0.52413, -2.31999, -2.07937], [2.03107, -2.46996, -2.28797], [-0.00402, -2.61139, -2.99919], [0.18561, -2.98506, -1.26874], [2.20795, -3.30520, -2.97726], [2.52915, -1.59575, -2.72053], [2.54633, -2.72112, -1.35434], [4.78954, 1.46361, 1.98466], [3.39188, 0.99657, 1.81016], [2.36277, 1.53465, 2.55886], [1.06140, 1.12574, 2.38809], [0.74901, 0.36134, 1.30895], [1.74293, -0.38767, 0.75521], [3.04823, 0.01581, 0.89045], [4.95059, 2.45678, 1.54617], [5.02019, 1.52898, 3.05227], [5.49504, 0.77037, 1.52085], [2.56546, 2.31773, 3.26204], [0.25201, 1.40248, 3.05280], [1.49327, -1.29864, 0.19140], [3.79633, -0.44511, 0.27148]]
}

No. 3
{
  "formula": "C5H9NO",
  "method": "ωB97M-V/def2-TZVPD",
  "e_above_lowest_kj_mol": 220.5,
  "smiles": "C[C@H]1N[C@H]1CC=O",
  "homo_lumo_gap_ev": 10.78,
  "e_homo_ev": -9.715,
  "total_charge": 0,
  "fmax_ev_per_a": 1.899,
  "e_lumo_ev": 1.062,
  "e_tot_ha": -325.85356,
  "species": ["C", "C", "N", "C", "C", "C", "O", "H", "H", "H", "H", "H", "H", "H", "H", "H"],
  "xyz": [[-1.44244, -0.00948, 1.24178], [-1.20823, -0.07205, -0.22855], [-0.87283, 1.30846, -0.65290], [0.05255, 0.20944, -0.90774], [1.37199, 0.28131, -0.20663], [2.03284, -1.02490, -0.01065], [1.52570, -2.05702, -0.37212], [-0.67184, 0.48989, 1.83294], [-2.38469, 0.48973, 1.49473], [-1.51585, -1.04587, 1.50987], [-1.96499, -0.60701, -0.81363], [-1.41566, 1.54091, -1.47182], [0.09232, -0.15061, -1.93224], [1.29703, 0.74111, 0.77821], [2.08026, 0.90694, -0.74937], [3.02384, -1.00085, 0.48815]]
}

No. 4
{
  "formula": "C13H23N3O5S",
  "method": "ωB97M-V/def2-TZVPD",
  "e_above_lowest_kj_mol": 0.0,
  "smiles": "CNC(=O)[C@@H](CCSC)NC(=O)[C@@H](CCC(=O)O)NC(C)=O",
  "homo_lumo_gap_ev": 9.47,
  "e_homo_ev": -8.950,
  "total_charge": 0,
  "fmax_ev_per_a": 2.464,
  "e_lumo_ev": 0.519,
  "e_tot_ha": -1447.89896,
  "species": ["O", "O", "O", "O", "O", "S", "C", "C", "C", "C", "N", "N", "N", "C", "C", "C", "C", "C", "C", "C", "C", "C", "H", "H", "H", "H", "H", "H", "H", "H", "H", "H", "H", "H", "H", "H", "H", "H", "H", "H", "H", "H", "H", "H", "H"],
  "xyz": [[2.30420, 0.30111, -2.57679], [0.47104, 3.67532, 0.65724], [-3.35369, -2.41483, -0.89987], [0.74716, -0.20910, 0.50129], [-0.79486, 3.19810, 2.42059], [-0.33624, -4.25099, 2.46644], [2.28205, 1.31274, -1.92040], [-0.57870, 3.22750, 1.07834], [-2.65312, -2.72067, 0.07396], [-0.07638, -0.11805, -0.40122], [-3.09410, -3.47168, 1.05346], [-1.01937, -1.04376, -0.58286], [1.16198, 1.78136, -1.37334], [1.17671, -3.28482, 2.87903], [3.57650, 2.02989, -1.57085], [-4.39654, -4.09372, 0.99970], [-0.25505, -4.56184, 0.65337], [-1.69939, 2.55901, 0.23881], [-0.14791, -3.29660, -0.17507], [-1.26983, 2.09316, -1.17440], [-1.20948, -2.22480, 0.20980], [-0.10931, 1.07467, -1.38828], [-0.05039, 3.63263, 2.85469], [-2.52011, -3.57503, 1.84985], [-1.70768, -0.87930, -1.32097], [1.22079, 2.59884, -0.78547], [1.01960, -2.83011, 3.85969], [2.00841, -3.95021, 2.88721], [1.37405, -2.46485, 2.17931], [3.55688, 2.35705, -0.49742], [4.40876, 1.33122, -1.62219], [3.71762, 2.85654, -2.22490], [-5.14618, -3.35453, 1.23892], [-4.58485, -4.47117, -0.01956], [-4.40566, -4.90193, 1.70653], [-1.13878, -5.15962, 0.37863], [0.54990, -5.23822, 0.46916], [-1.97477, 1.65893, 0.81323], [-2.52690, 3.29368, 0.13839], [0.84498, -2.90782, 0.00113], [-0.20867, -3.50643, -1.26441], [-2.17169, 1.54960, -1.55372], [-1.13486, 3.01156, -1.77209], [-1.06769, -1.98327, 1.26391], [-0.24987, 0.65926, -2.39437]]
}

Q: What is the formula in the third record?
A: C5H9NO